1.
Here is an isolated molecule of C15H19N3O4S in a non-equilibrium geometry from the OMol25 dataset. Energies are from wB97M-V/def2-TZVPD.

Output
Highest occupied orbital energy: -7.99 eV
LUMO: 0.429 eV
Kohn-Sham gap: 0.3092 Ha
2S+1: 1
DFT total energy: -39343.9240 eV
Energy relative to the best compared isomer or geometry (same formula, charge and spin): 373.0 kcal per mole
Structure (SMILES): CCOCCc1nnc(NC(=O)c2ccc(OC)c(OC)c2)s1

CARTESIAN COORDINATES (ANGSTROEM)
1 C 4.49 2.18 -1.10
2 C 3.37 1.06 -1.15
3 O 2.11 1.23 -0.50
4 C 1.42 2.41 -0.85
5 C 0.87 2.48 -2.21
6 C 0.48 0.94 -2.50
7 N 1.13 0.00 -3.22
8 N 0.29 -1.06 -3.32
9 C -0.68 -1.14 -2.52
10 N -1.41 -2.34 -2.24
11 C -2.31 -2.81 -1.50
12 O -3.07 -3.56 -1.68
13 C -2.24 -1.82 0.10
14 C -3.43 -1.74 0.56
15 C -3.44 -0.90 1.82
16 C -2.03 -0.74 2.45
17 C -0.89 -1.02 1.95
18 C -0.90 -1.71 0.61
19 H -0.23 -2.03 0.04
20 O 0.25 -0.81 2.43
21 C 1.40 -0.86 1.81
22 H 2.31 -0.73 2.46
23 H 1.57 -2.12 1.58
24 H 1.67 -0.52 0.88
25 O -2.23 0.06 3.44
26 C -3.26 0.26 4.37
27 H -2.78 0.86 5.40
28 H -3.89 -0.65 4.49
29 H -3.67 0.97 3.78
30 H -4.28 -0.80 2.38
31 H -4.42 -1.94 0.06
32 H -1.36 -2.88 -3.10
33 S -1.03 0.26 -1.66
34 H 0.17 3.12 -2.37
35 H 1.74 2.51 -3.04
36 H 1.92 3.21 -0.93
37 H 0.52 2.50 -0.21
38 H 4.06 0.00 -0.75
39 H 3.26 0.87 -2.33
40 H 5.52 1.86 -1.71
41 H 4.69 2.42 0.04
42 H 4.34 2.97 -1.78

Atomic partial charges in e from the Löwdin method, atoms 1 to 5: atom 1 (C): -0.1264, atom 2 (C): -0.2900, atom 3 (O): -0.1731, atom 4 (C): -0.2500, atom 5 (C): -0.1094

2.
Here is a structure of composition C15H19N6OSSr from the OMol25 dataset. Energies are from wB97M-V/def2-TZVPD.

Output
Highest occupied orbital energy (spin up / spin down): -6.10 / -7.29 eV
LUMO (spin up / spin down): 0.354 / 0.283 eV
Kohn-Sham gap (spin up / spin down): 0.2373 / 0.2782 Ha
2S+1: 2
DFT total energy: -38521.4684 eV
Energy relative to the best compared isomer or geometry (same formula, charge and spin): 0.7 kcal per mole

CARTESIAN COORDINATES (ANGSTROEM)
1 Sr 0.54 0.95 0.29
2 S 2.78 -0.70 1.09
3 C 2.04 -0.45 2.65
4 C 2.64 -0.93 3.84
5 C 2.03 -0.71 5.05
6 C 0.82 -0.01 5.10
7 C 0.29 0.44 3.91
8 N 0.87 0.22 2.72
9 H 3.57 -1.47 3.76
10 H 2.48 -1.08 5.96
11 H 0.31 0.19 6.04
12 H -0.63 1.00 3.89
13 O -0.81 2.99 0.76
14 N 0.23 3.56 0.05
15 C 1.47 3.59 0.69
16 C 2.59 3.18 0.02
17 C 2.53 2.79 -1.34
18 C 1.30 2.98 -2.01
19 C 0.19 3.38 -1.33
20 H 1.44 3.89 1.73
21 H 3.53 3.15 0.56
22 H 3.41 2.44 -1.86
23 H 1.23 2.81 -3.08
24 H -0.79 3.52 -1.77
25 C -4.63 2.10 2.62
26 C -5.54 1.05 2.00
27 C -5.37 -0.31 2.67
28 C -5.36 0.94 0.48
29 N -4.04 0.45 0.10
30 C -2.87 1.08 0.04
31 N -1.95 0.19 -0.28
32 N -2.59 -0.99 -0.41
33 N -3.84 -0.85 -0.19
34 H -4.86 2.23 3.67
35 H -4.73 3.07 2.13
36 H -3.58 1.80 2.56
37 H -6.58 1.37 2.13
38 H -4.34 -0.67 2.58
39 H -6.02 -1.06 2.23
40 H -5.60 -0.23 3.74
41 H -5.49 1.92 0.01
42 H -6.07 0.24 0.05
43 H -2.67 2.13 0.23

Atomic partial charges in e from the Löwdin method, atoms 1 to 5: atom 1 (Sr): 1.3614, atom 2 (S): 0.4157, atom 3 (C): -0.8316, atom 4 (C): -0.1148, atom 5 (C): -0.0781

3.
Here is a structure of composition C15H20BF9N4OOsS from the OMol25 dataset. Energies are from wB97M-V/def2-TZVPD.

Output
Highest occupied orbital energy (spin up / spin down): -6.71 / -8.50 eV
LUMO (spin up / spin down): 0.277 / -2.738 eV
Kohn-Sham gap (spin up / spin down): 0.2566 / 0.2119 Ha
2S+1: 5
DFT total energy: -62329.0091 eV
Energy relative to the best compared isomer or geometry (same formula, charge and spin): 0.0 kcal per mole

CARTESIAN COORDINATES (ANGSTROEM)
1 Os -0.44 0.38 0.02
2 C 1.63 -1.53 -5.04
3 C 1.97 -0.11 -4.61
4 N 2.48 -0.05 -3.24
5 C 1.70 0.05 -2.15
6 S 0.01 0.32 -2.30
7 N 2.34 -0.08 -0.98
8 N 1.57 0.06 0.08
9 C 2.12 -0.23 1.35
10 C 3.55 -0.61 1.52
11 C 1.21 -0.14 2.39
12 C 1.54 -0.35 3.75
13 C 0.58 -0.23 4.71
14 C -0.74 0.11 4.33
15 C -1.02 0.31 3.00
16 N -0.09 0.20 2.05
17 H 1.17 -1.52 -6.03
18 H 0.92 -1.99 -4.34
19 H 2.52 -2.16 -5.08
20 H 1.10 0.53 -4.67
21 H 2.73 0.32 -5.25
22 H 3.42 -0.36 -3.06
23 H 4.03 -0.73 0.56
24 H 3.63 -1.54 2.08
25 H 4.08 0.17 2.08
26 H 2.56 -0.60 4.01
27 H 0.82 -0.39 5.75
28 H -1.53 0.21 5.07
29 H -2.01 0.58 2.67
30 F -1.27 2.85 1.13
31 C -0.38 2.45 0.15
32 F -0.80 3.06 -1.00
33 C 0.93 3.17 0.52
34 F 0.74 4.49 0.54
35 F 1.89 2.91 -0.38
36 F 1.37 2.79 1.72
37 F -0.88 -3.91 -0.63
38 B 0.14 -3.09 -0.24
39 F 0.77 -3.48 0.93
40 F 1.04 -2.78 -1.26
41 F -0.52 -1.75 0.10
42 C -4.11 -0.88 0.61
43 C -3.65 0.52 0.26
44 C -4.46 1.16 -0.85
45 O -2.29 0.46 -0.15
46 H -5.15 -0.85 0.94
47 H -3.50 -1.30 1.41
48 H -4.03 -1.53 -0.26
49 H -3.71 1.16 1.15
50 H -4.42 0.53 -1.74
51 H -4.07 2.15 -1.09
52 H -5.50 1.25 -0.54

Atomic partial charges in e from the Löwdin method, atoms 1 to 5: atom 1 (Os): 1.4882, atom 2 (C): -0.0752, atom 3 (C): -0.2606, atom 4 (N): 0.0088, atom 5 (C): -0.7124

4.
Here is a structure of composition C15H20CeCl2N2Se in a non-equilibrium geometry from the OMol25 dataset. Energies are from wB97M-V/def2-TZVPD.

Output
Highest occupied orbital energy (spin up / spin down): -1.81 / -1.89 eV
Charge: -1
LUMO (spin up / spin down): 2.410 / 2.410 eV
Kohn-Sham gap (spin up / spin down): 0.1550 / 0.1582 Ha
2S+1: 2
DFT total energy: -122181.1439 eV
Energy relative to the best compared isomer or geometry (same formula, charge and spin): 0.0 kcal per mole

CARTESIAN COORDINATES (ANGSTROEM)
1 Ce 2.05 -0.68 -1.83
2 Cl 1.25 -3.00 -2.65
3 Cl 3.02 1.10 -0.15
4 C 3.85 -1.70 -1.33
5 H 4.58 -1.17 -0.70
6 H 4.08 -2.70 -1.73
7 C -1.09 1.28 -3.05
8 C 0.11 0.91 -3.43
9 H -1.21 1.98 -2.22
10 C 0.34 -0.05 -4.58
11 H 1.02 1.44 -3.07
12 C -0.90 -0.17 -5.50
13 H 1.21 0.23 -5.20
14 H 0.57 -1.07 -4.20
15 C -2.21 -0.31 -4.73
16 H -0.97 0.74 -6.10
17 H -0.79 -0.99 -6.22
18 C -2.38 0.79 -3.66
19 H -3.04 -0.21 -5.45
20 H -2.31 -1.29 -4.26
21 H -2.91 1.63 -4.14
22 H -3.03 0.43 -2.86
23 C -2.09 -1.14 3.05
24 N -0.72 -0.68 3.14
25 C 0.23 -0.72 2.13
26 Se 0.04 -1.35 0.40
27 N 1.35 -0.14 2.67
28 C 1.10 0.32 3.97
29 C 1.85 1.15 4.79
30 C 1.22 1.62 5.96
31 C -0.12 1.32 6.24
32 C -0.87 0.49 5.38
33 C -0.21 -0.02 4.27
34 H -2.25 -1.60 2.07
35 H -2.78 -0.29 3.17
36 H -2.30 -1.86 3.85
37 H 2.17 0.06 2.10
38 H 2.87 1.40 4.52
39 H 1.78 2.26 6.66
40 H -0.58 1.73 7.14
41 H -1.92 0.27 5.54

Atomic partial charges in e from the Löwdin method, atoms 1 to 5: atom 1 (Ce): -0.2474, atom 2 (Cl): -0.0508, atom 3 (Cl): -0.0790, atom 4 (C): -0.5012, atom 5 (H): -0.1202